(1)
{
  "formula": "H8O4",
  "method": "the ωB97M-V functional and the def2-TZVPD basis",
  "smiles": "O.O.O.O",
  "e_tot_ha": -305.71584,
  "total_charge": 0,
  "e_above_lowest_kcal_mol": 39.8,
  "homo_lumo_gap_ha": 0.403,
  "lumo_ev": 0.553,
  "e_homo_ev": -10.4,
  "elements": ["O", "H", "H", "O", "H", "H", "O", "H", "H", "O", "H", "H"],
  "coordinates": [[-0.5463, -1.4229, 0.3041], [0.3379, -1.3655, 0.6568], [-1.1336, -1.4408, 1.0301], [-3.4908, 0.8486, -0.0734], [-3.8910, -0.0109, -0.2209], [-3.4305, 1.1051, -0.9257], [2.1277, 2.4642, -0.0254], [2.8219, 2.0887, 0.4531], [2.0425, 3.3683, 0.2862], [1.7469, -1.8423, -0.2736], [2.6612, -1.4437, -0.0394], [1.8918, -2.6821, -0.6944]]
}


(2)
{
  "formula": "H8O4",
  "method": "the ωB97M-V functional and the def2-TZVPD basis",
  "smiles": "O.O.O.O",
  "e_tot_ha": -305.69418,
  "total_charge": 0,
  "e_above_lowest_kcal_mol": 53.4,
  "homo_lumo_gap_ha": 0.403,
  "lumo_ev": 0.430,
  "e_homo_ev": -10.5,
  "elements": ["O", "H", "H", "O", "H", "H", "O", "H", "H", "O", "H", "H"],
  "coordinates": [[-2.5455, 0.9782, 0.2766], [-1.6361, 0.9961, -0.2593], [-2.1786, 1.4752, 1.1712], [-0.6101, -0.8683, -1.8334], [-1.2140, -0.7443, -1.1079], [-0.7606, -1.3506, -2.6897], [1.1818, 1.5168, 0.7501], [1.6650, 2.2806, 0.3454], [1.5548, 0.4910, 0.9533], [1.7632, -1.2469, 0.7755], [1.5593, -1.8005, 1.5373], [1.2209, -1.7275, 0.0810]]
}


(3)
{
  "formula": "H8O4Tl",
  "method": "the ωB97M-V functional and the def2-TZVPD basis",
  "e_tot_ha": -476.69707,
  "total_charge": 3,
  "e_above_lowest_kcal_mol": 63.8,
  "homo_lumo_gap_ha": 0.159,
  "lumo_ev": -21.245,
  "e_homo_ev": -25.6,
  "elements": ["Tl", "O", "H", "H", "O", "H", "H", "O", "H", "H", "O", "H", "H"],
  "coordinates": [[-0.2143, 0.4391, 1.9124], [-0.2467, -1.6105, -0.0019], [-1.0927, -1.9515, -0.3508], [0.4446, -2.0491, -0.5322], [2.3717, -0.3050, 0.8190], [2.5427, -0.7308, -0.0477], [3.2454, -0.3145, 1.2839], [0.3954, 1.5690, -0.6680], [1.0851, 1.1961, -1.2592], [0.0271, 2.3427, -1.1624], [-2.5982, 0.5976, 0.2836], [-3.3278, -0.0649, 0.3836], [-2.6322, 0.8819, -0.6603]]
}


(4)
{
  "formula": "H8S4",
  "method": "the ωB97M-V functional and the def2-TZVPD basis",
  "smiles": "S.S.S.S",
  "e_tot_ha": -1597.49681,
  "total_charge": 0,
  "e_above_lowest_kcal_mol": 0.0,
  "homo_lumo_gap_ha": 0.376,
  "lumo_ev": 0.604,
  "e_homo_ev": -9.6,
  "elements": ["S", "H", "H", "S", "H", "H", "S", "H", "H", "S", "H", "H"],
  "coordinates": [[-2.0417, 2.1872, 0.3714], [-0.7782, 2.4117, 0.8439], [-2.5372, 1.6600, 1.5232], [-1.8889, -1.4769, -1.8230], [-2.3917, -0.5086, -1.0643], [-1.7123, -0.6774, -2.9656], [1.7822, 1.3037, 2.0760], [2.4997, 1.9379, 1.2434], [2.0966, 0.0968, 1.5890], [2.1695, -2.0158, -0.6109], [1.6970, -2.9605, 0.2236], [1.1050, -1.9581, -1.4068]]
}


(5)
{
  "formula": "H8Si4",
  "method": "the ωB97M-V functional and the def2-TZVPD basis",
  "e_tot_ha": -1162.52048,
  "total_charge": 0,
  "e_above_lowest_kcal_mol": 54.1,
  "homo_lumo_gap_ha": 0.230,
  "lumo_ev": -1.668,
  "e_homo_ev": -7.9,
  "elements": ["Si", "Si", "Si", "Si", "H", "H", "H", "H", "H", "H", "H", "H"],
  "coordinates": [[0.4644, -0.8533, 0.0454], [3.0234, -0.5475, 1.1862], [-1.7510, -0.5967, -1.7023], [-2.8480, 1.4043, -1.4944], [0.7413, -2.3264, -0.0137], [-0.3595, -0.7233, 1.4043], [3.2714, 0.6699, 0.4558], [3.8887, -1.8116, 1.0263], [3.0343, -0.3806, 2.6662], [-3.7261, 0.6901, -0.4876], [-3.3422, 2.1702, -2.6867], [-2.3967, 2.3049, -0.3994]]
}


(6)
{
  "formula": "H9N3Si2",
  "method": "the ωB97M-V functional and the def2-TZVPD basis",
  "e_tot_ha": -748.60689,
  "total_charge": 0,
  "e_above_lowest_kcal_mol": 74.3,
  "homo_lumo_gap_ha": 0.330,
  "lumo_ev": 0.249,
  "e_homo_ev": -8.7,
  "elements": ["N", "N", "N", "Si", "Si", "H", "H", "H", "H", "H", "H", "H", "H", "H"],
  "coordinates": [[-1.7819, -0.6511, 1.2220], [1.2169, -1.6073, -0.7667], [1.2849, 0.9539, 0.7286], [-1.7342, 0.4621, -0.1567], [0.5282, 0.7645, -0.8428], [-0.9321, -0.5983, 1.7231], [-2.0782, -1.5595, 0.9965], [1.6310, -1.7148, -1.7220], [2.0012, -1.3181, -0.1519], [2.2024, 0.4965, 0.7459], [1.3101, 1.7460, 1.3616], [-2.2447, 1.7664, 0.1627], [-2.6746, 0.0313, -1.2199], [1.2710, 1.2285, -2.0803]]
}